No. 1
The following is a quantum chemistry calculation of a cluster of 5 separate species, C27H62BrN5O8P2 in total in a non-equilibrium geometry, from the Open Molecules 2025 dataset.

Geometry as XYZ:
```
105
Properties=species:S:1:pos:R:3:forces:R:3:mulliken_charge:R:1
C 5.315612 -2.399384 -0.318952 0.1 -0.2 -0.8 -1.325
C 4.691006 -1.731073 -1.534921 -0.2 -0.1 0.8 0.184
O 5.626155 -0.828360 -2.134104 0.0 -0.1 -0.6 -0.326
P 4.961810 0.310450 -3.045757 -0.4 0.1 -0.7 0.663
O 4.329041 1.363932 -2.267833 -0.5 0.6 0.7 -0.689
C 3.774543 -0.463625 -4.179594 0.0 0.4 0.3 -0.894
C 2.335842 -0.050542 -3.815162 -0.2 -0.7 -0.8 -0.762
N 1.342201 -0.953668 -4.439127 0.5 -0.4 0.2 -0.006
C 1.035429 -2.096510 -3.576928 0.3 0.6 0.4 -0.617
C -0.114166 -1.842905 -2.588854 -0.3 -0.9 -0.2 0.122
C -0.813649 -3.177749 -2.284279 0.4 0.6 0.4 -1.962
O -1.045174 -0.930651 -3.121127 -0.2 0.1 0.1 -0.337
C -1.428131 0.120117 -2.254361 0.5 0.0 0.0 -0.159
C -2.118844 -0.340590 -0.954690 0.2 0.8 -0.2 -0.812
C -2.221510 0.860864 0.014242 -0.8 -0.6 -0.8 0.177
C -3.640877 1.291872 0.309116 0.2 -0.5 0.7 -1.491
Br -1.359070 0.369353 1.703919 0.2 0.3 0.0 -0.188
P -2.606855 1.256437 -3.164809 -1.5 0.2 0.4 0.084
C -1.887358 2.948932 -3.164323 0.5 -0.6 -0.2 -1.203
C -2.730634 0.624057 -4.881904 0.6 0.0 0.3 -0.860
O 6.134491 0.825578 -3.985315 0.6 -0.8 0.5 -0.371
C 7.445860 0.920924 -3.363632 0.3 0.5 -0.1 -0.297
C 7.504354 1.959690 -2.264842 0.1 -0.2 -0.2 -1.066
H 4.881413 -2.038601 0.597817 0.1 0.1 0.4 0.308
H 5.165647 -3.465968 -0.418626 -0.1 -0.3 0.3 0.356
H 6.387093 -2.243755 -0.340352 0.2 0.2 0.2 0.309
H 4.365605 -2.485425 -2.242106 0.2 -0.1 -0.4 0.159
H 3.795662 -1.203340 -1.211782 -0.1 0.3 -0.1 0.220
H 3.878687 -1.540939 -4.218555 0.1 -0.3 0.2 0.638
H 3.981719 -0.097324 -5.178674 0.2 0.1 -0.2 0.439
H 2.201082 -0.043914 -2.743045 -0.2 0.2 0.2 0.262
H 2.169741 0.933894 -4.225535 -0.1 0.5 0.3 0.368
H 1.809182 -1.352322 -5.246189 -0.2 0.1 -0.2 0.271
H 0.834509 -2.992050 -4.149300 -0.2 0.0 -0.5 0.647
H 1.909385 -2.338095 -2.960364 0.2 -0.3 0.1 -0.002
H 0.310817 -1.502101 -1.646353 0.0 0.6 0.1 0.439
H -1.798068 -2.980219 -1.886245 -0.3 0.0 0.1 0.403
H -0.905357 -3.775093 -3.178451 -0.1 -0.3 -0.2 0.529
H -0.250695 -3.706502 -1.518463 0.1 -0.3 -0.1 0.380
H -0.528824 0.665022 -1.948506 0.2 0.2 -0.1 0.444
H -3.112157 -0.680994 -1.220867 -0.2 -0.3 0.2 0.253
H -1.545839 -1.103399 -0.450118 0.0 -0.5 -0.2 0.642
H -1.709930 1.698785 -0.435295 0.6 0.3 0.4 0.291
H -4.179298 1.560878 -0.586929 0.0 0.3 -0.3 0.399
H -4.166342 0.462431 0.777849 -0.1 -0.1 0.1 0.376
H -3.597482 2.111405 1.015188 -0.3 0.3 0.0 0.474
H -2.457599 3.563194 -3.848397 -0.2 0.1 -0.3 0.448
H -2.053589 3.366808 -2.181158 0.0 0.1 0.3 0.336
H -0.832627 3.014515 -3.417215 0.2 0.1 -0.1 0.321
H -1.899277 -0.000240 -5.174724 0.2 0.0 -0.1 0.043
H -2.853169 1.415714 -5.608685 0.0 0.3 0.0 0.409
H -3.623221 0.019769 -4.931315 -0.2 -0.2 0.0 0.355
H 8.115187 1.248056 -4.145633 0.0 -0.1 -0.4 0.364
H 7.768556 -0.054080 -3.021479 -0.1 -0.3 0.0 0.264
H 8.545052 2.213669 -2.085472 0.2 0.0 0.1 0.424
H 7.065856 1.614485 -1.339469 -0.2 0.0 0.2 0.301
H 7.001159 2.844310 -2.624875 -0.2 0.3 0.1 0.290
C 0.723320 -2.182166 6.800006 0.1 0.0 0.0 0.126
O 0.548547 -2.998330 7.686737 0.0 0.0 0.0 -0.603
N -0.254255 -1.468759 6.217320 0.0 0.1 -0.1 0.128
C 0.010676 -0.508062 5.163278 -0.2 -0.1 0.1 -0.974
C -1.622409 -1.671811 6.664251 0.1 -0.1 0.1 -0.881
H 1.724637 -1.956876 6.394345 0.0 0.0 0.0 0.262
H -0.318712 0.484371 5.476509 0.0 0.0 -0.1 0.339
H -0.531381 -0.793632 4.260315 0.1 0.1 -0.1 0.364
H 1.075070 -0.473713 4.942567 0.0 0.0 0.0 0.272
H -1.706901 -1.442030 7.726858 -0.1 0.0 0.0 0.262
H -1.912843 -2.712324 6.517769 -0.1 0.0 0.0 0.301
H -2.288696 -1.025851 6.098786 0.0 0.0 0.0 0.346
C -6.081809 3.983526 0.710378 0.0 -0.2 -0.1 0.175
O -5.506047 4.160329 -0.344820 0.0 0.1 0.0 -0.622
N -6.397398 4.955171 1.587671 -0.1 0.0 0.1 0.112
C -7.086663 4.677578 2.831529 0.1 0.2 -0.1 -0.908
C -6.030150 6.324088 1.266987 0.0 -0.1 -0.1 -0.935
H -6.402785 2.980316 1.042893 0.0 0.0 0.0 0.267
H -8.035351 5.217183 2.865103 0.0 0.0 0.1 0.335
H -6.473499 4.989052 3.679673 -0.1 0.0 0.1 0.334
H -7.286615 3.611835 2.916611 0.0 0.0 0.0 0.298
H -6.502041 6.628775 0.332576 0.0 0.1 0.0 0.294
H -4.949804 6.402040 1.142178 0.0 0.1 0.0 0.291
H -6.351472 6.984431 2.068207 0.0 0.0 0.0 0.375
C -0.079441 -2.644168 13.407996 0.0 0.0 0.1 0.119
O -1.002056 -1.855249 13.479762 0.0 0.0 0.0 -0.590
N 0.474732 -3.075181 12.260233 0.1 -0.1 0.0 0.145
C 1.574503 -4.017335 12.241962 -0.1 0.1 -0.1 -0.895
C -0.050222 -2.576831 10.998352 0.0 0.0 0.1 -0.975
H 0.391666 -3.082688 14.305963 0.0 0.0 0.0 0.254
H 2.442524 -3.573014 11.750775 0.0 -0.1 0.0 0.314
H 1.287607 -4.919967 11.698958 0.1 0.0 0.0 0.315
H 1.848070 -4.290969 13.258990 0.0 0.0 0.0 0.314
H 0.041936 -1.490569 10.963468 0.0 0.0 -0.1 0.283
H -1.106691 -2.831754 10.911191 0.0 0.0 -0.1 0.284
H 0.496698 -3.014010 10.167904 0.0 0.0 0.0 0.432
C -1.820389 0.229486 -8.484535 -0.1 0.0 0.0 0.059
O -2.493239 -0.356050 -7.659932 0.0 -0.1 -0.2 -0.544
N -0.474850 0.186343 -8.540638 0.2 0.1 -0.1 0.171
C 0.277880 0.907202 -9.546567 0.0 -0.2 0.2 -0.958
C 0.238434 -0.613159 -7.554967 -0.3 0.1 0.0 -0.792
H -2.266738 0.863208 -9.271170 0.0 0.0 0.0 0.296
H 0.864955 0.210718 -10.149124 0.0 0.1 -0.1 0.331
H 0.955260 1.619894 -9.071378 0.0 0.0 -0.1 0.329
H -0.399791 1.451088 -10.200926 0.0 0.0 0.0 0.301
H -0.075706 -1.655508 -7.622158 0.0 0.0 0.0 0.292
H 0.020608 -0.258666 -6.547446 0.1 -0.1 0.0 0.137
H 1.307878 -0.543685 -7.737881 0.0 0.0 -0.1 0.397
```
Forces are in eV/Å.

Results
E_tot (a.u.): -5198.421207
SMILES string: CCOP(=O)(CCNC[C@H](C)O[C@H](C[C@@H](C)Br)P(C)C)OCC.CN(C)C=O.CN(C)C=O.CN(C)C=O.CN(C)C=O
Highest occupied orbital energy (eV): -7.4
Lowest unoccupied orbital energy (eV): 0.38
Net charge: 0

No. 2
The following is a quantum chemistry calculation of a cluster of 4 separate species, C27H62N3O3 in total in a non-equilibrium geometry, from the Open Molecules 2025 dataset.

Geometry as XYZ:
```
95
Properties=species:S:1:pos:R:3:forces:R:3:mulliken_charge:R:1
C -3.777172 -2.318256 -2.345389 0.2 0.3 0.2 -0.817
O -3.986766 -0.963534 -2.768714 -0.4 -0.4 0.0 -0.362
C -4.133291 -0.127001 -1.677300 -0.2 0.3 -0.3 -0.798
N -4.813119 1.089673 -2.120380 0.6 -0.1 -0.1 -0.064
C -6.102655 1.196331 -2.320948 -0.5 0.0 -0.3 0.363
N -6.949519 0.101385 -2.131851 0.0 0.4 0.5 -0.554
N -6.651938 2.346342 -2.748193 0.9 0.0 0.6 -0.060
C -7.652204 2.985220 -1.859994 -0.6 0.0 0.0 -1.174
C -7.121138 3.428731 -0.503224 0.1 0.7 0.0 -0.574
C -6.288008 4.730572 -0.591203 0.5 -1.0 -0.1 -0.862
C -4.801691 4.487987 -0.308403 -0.8 0.2 0.2 -0.130
O -4.042862 5.319305 -1.176271 0.5 -0.6 -0.1 -0.331
C -2.796100 4.899849 -1.534894 1.3 1.5 -1.5 0.572
C -2.118175 3.780977 -0.781985 -0.7 -0.4 -0.3 -0.144
O -2.228561 5.459498 -2.460930 -1.2 -1.0 1.6 -0.565
H -3.738914 -2.949673 -3.216082 0.1 0.0 -0.3 0.287
H -2.845227 -2.371857 -1.793218 0.3 -0.2 0.1 0.369
H -4.584207 -2.655957 -1.698051 -0.2 0.0 0.1 0.355
H -4.729315 -0.566619 -0.880937 -0.1 -0.2 0.1 0.413
H -3.180618 0.176914 -1.248574 0.2 0.1 0.0 0.510
H -4.211167 1.878088 -2.300405 0.0 0.2 -0.1 0.224
H -6.585859 -0.693524 -2.644441 0.0 -0.2 0.0 0.335
H -7.011268 -0.137371 -1.147110 -0.2 -0.2 0.0 0.305
H -5.946022 2.997438 -3.075360 -0.1 0.3 0.1 0.365
H -7.999935 3.867101 -2.377403 -0.2 0.1 -0.3 0.503
H -8.512589 2.340714 -1.734961 0.0 -0.4 -0.2 0.410
H -7.984327 3.639633 0.114423 -0.3 -0.2 0.1 0.443
H -6.554377 2.653018 0.007893 0.0 -0.3 0.1 0.490
H -6.676701 5.467801 0.093024 -0.1 0.4 -0.1 0.384
H -6.334024 5.069978 -1.618800 -0.2 0.6 -0.1 0.434
H -4.584809 4.708128 0.732689 0.2 0.1 0.2 0.366
H -4.608301 3.429109 -0.463245 0.3 -0.1 -0.2 0.036
H -1.050491 3.906915 -0.834763 0.3 0.3 0.1 -0.131
H -2.473745 3.613148 0.225437 0.1 0.2 0.3 0.389
H -2.322447 2.858664 -1.328262 0.0 -0.2 -0.1 -0.011
C 1.298108 1.863956 0.680071 0.0 0.1 0.2 -0.941
C 1.687423 3.314351 0.959680 -0.1 0.0 -0.2 -0.552
C 2.330834 4.013820 -0.237735 0.0 0.0 0.1 -0.574
C 3.639678 3.381593 -0.709005 0.0 -0.1 0.0 -1.013
C 4.726467 3.284164 0.358472 0.1 0.1 0.0 0.448
C 5.193588 4.635350 0.891401 0.0 -0.1 0.1 -1.369
H 2.166903 1.247968 0.446198 0.0 0.0 0.0 0.120
H 0.811461 1.426708 1.554090 0.0 -0.1 0.0 0.398
H 0.600670 1.802661 -0.160879 0.0 0.0 0.0 0.231
H 2.354155 3.353071 1.823886 0.0 0.0 0.0 0.398
H 0.787952 3.869748 1.244513 0.0 0.0 0.1 0.404
H 2.494672 5.064687 0.013830 0.0 0.0 0.0 0.363
H 1.625787 4.014872 -1.077231 0.0 0.0 0.0 0.306
H 4.020069 3.958117 -1.557197 0.0 0.0 0.0 0.415
H 3.438649 2.378509 -1.096825 0.0 0.0 0.0 0.320
H 5.583721 2.763266 -0.074884 0.0 0.0 0.0 0.415
H 4.380608 2.660784 1.188365 0.0 0.0 0.0 -0.373
H 5.578641 5.260337 0.083695 0.0 0.0 0.0 0.312
H 5.992910 4.502977 1.621097 0.0 0.0 0.0 0.403
H 4.386308 5.177145 1.386818 0.0 0.0 0.0 0.308
C 3.481220 -3.096122 2.855575 -0.1 0.1 0.1 -1.147
C 3.525123 -1.614137 2.497494 0.0 -0.1 -0.1 -0.205
C 4.616880 -1.263451 1.488261 0.0 0.1 0.0 0.164
C 6.048896 -1.524779 1.960278 0.0 -0.1 0.1 -0.855
C 6.434720 -0.794852 3.245933 0.1 0.1 -0.1 -0.452
C 6.355070 0.720820 3.103576 0.0 0.0 0.1 -1.007
H 4.402051 -3.426712 3.337166 0.0 0.0 0.0 0.394
H 2.659070 -3.296334 3.544691 0.0 -0.1 0.0 0.403
H 3.326105 -3.700787 1.962101 0.0 0.0 0.0 -0.033
H 3.642858 -1.017986 3.406513 0.0 0.0 0.0 0.354
H 2.557922 -1.330970 2.069945 0.0 0.0 0.0 0.245
H 4.514546 -0.208945 1.211628 0.0 0.0 0.0 -0.319
H 4.444198 -1.832195 0.568350 0.0 0.0 0.0 0.258
H 6.733412 -1.224474 1.161189 0.0 0.0 0.0 0.392
H 6.204520 -2.598200 2.098278 0.0 0.0 0.0 0.326
H 7.454836 -1.078079 3.515378 0.0 0.0 0.0 0.382
H 5.800660 -1.118837 4.075682 0.0 0.0 0.0 0.238
H 7.003713 1.068083 2.296657 0.0 0.0 0.0 0.293
H 6.666712 1.218359 4.022685 0.0 0.0 0.0 0.432
H 5.334855 1.040497 2.883599 0.0 0.1 0.0 0.089
C -1.741459 -6.436058 -0.966902 0.1 0.0 -0.1 -1.126
C -0.304229 -6.866627 -1.247892 -0.1 0.0 0.1 -0.354
C 0.566758 -6.934463 0.005398 0.0 0.0 0.0 -0.829
C 0.746902 -5.603710 0.736463 -0.1 0.0 0.0 -0.586
C 1.341386 -4.479797 -0.109892 0.1 0.0 0.1 -0.140
C 2.749094 -4.779538 -0.618374 -0.1 0.1 -0.1 -1.318
H -1.786190 -5.426739 -0.552178 0.0 0.0 0.0 0.213
H -2.330262 -6.441210 -1.885813 0.0 0.0 0.0 0.378
H -2.220504 -7.115860 -0.260026 0.0 0.0 0.0 0.299
H 0.142586 -6.192834 -1.984060 0.0 0.0 0.0 0.225
H -0.319889 -7.855981 -1.710705 0.0 0.0 0.0 0.384
H 1.545303 -7.338136 -0.266795 0.0 0.0 0.0 0.309
H 0.130046 -7.655788 0.702494 0.0 0.0 0.0 0.406
H 1.389718 -5.770052 1.606318 0.0 0.0 0.0 0.324
H -0.216550 -5.273857 1.136743 0.0 0.0 0.0 0.339
H 1.375152 -3.571193 0.499288 0.0 0.0 0.0 0.161
H 0.688284 -4.254837 -0.958560 0.0 0.0 0.0 0.343
H 3.430661 -4.972528 0.211048 0.0 -0.1 0.0 0.263
H 3.137831 -3.929144 -1.180978 0.1 0.0 0.0 0.336
H 2.766927 -5.645360 -1.281090 0.0 0.0 0.0 0.424
```
Forces are in eV/Å.

Results
E_tot (a.u.): -1455.686451
Highest occupied orbital energy (eV): -12.3
Lowest unoccupied orbital energy (eV): -3.78
Energy above the lowest of the compared OMol25 structures with the same formula, charge and spin (kJ/mol): 0.00
Net charge: +1